Formula: C39H36InN6O4SSb
Source: the Open Molecules 2025 dataset
Level of theory: ωB97M-V/def2-TZVPD

```
88
Properties=species:S:1:pos:R:3:forces:R:3
In -0.1922 -0.3994 -0.0897 -0.3165 -0.3200 0.0901
C 0.9716 1.2794 2.6977 0.0410 -0.0169 0.0231
C 2.2011 0.7695 2.0045 0.0611 -0.0507 -0.0621
C 3.4488 1.2823 2.3217 0.1047 0.0426 0.0080
C 4.5750 0.6823 1.7874 -0.0234 0.0247 0.0184
C 4.4081 -0.4272 0.9759 -0.1194 0.0343 -0.0141
C 3.1222 -0.8659 0.6751 0.1705 -0.0315 0.0662
N 2.0346 -0.2561 1.1686 0.0363 -0.0814 -0.1212
Sb 2.9530 -2.6271 -0.5432 -0.2135 0.0113 -0.1264
C 1.1800 -3.4220 0.4359 0.0365 0.0188 0.0120
C 1.3024 -4.7780 0.7086 -0.0404 0.1079 0.0192
C 0.2601 -5.4517 1.3252 -0.0535 -0.0166 0.0307
C -0.8760 -4.7434 1.6468 0.0213 -0.0973 -0.0135
C -0.9607 -3.3851 1.3480 0.0822 0.0579 -0.0356
C -2.2070 -2.6410 1.7229 0.1881 0.0129 -0.0136
N 0.0600 -2.7345 0.7535 -0.1188 0.1552 0.0302
C 2.0625 -1.5437 -2.1360 0.0635 0.1006 0.1640
C 2.4713 -1.8549 -3.4010 -0.0500 -0.0083 0.0083
C 2.2091 -0.8620 -4.4077 -0.0188 -0.0024 -0.0672
C 1.3666 0.1463 -4.1488 -0.0783 0.1229 0.1727
C 0.5496 0.1184 -2.8732 -0.1175 -0.1009 -0.0900
C -0.5940 2.3048 -3.4112 -0.0531 -0.2003 0.1111
N 1.3268 -0.4701 -1.7928 -0.1191 0.2484 0.2752
H 1.1238 2.3064 3.0416 0.0051 0.0590 0.0168
H 0.8408 0.6634 3.5900 -0.0513 0.0154 0.0655
H -0.2536 1.9021 1.2150 -0.1123 0.1300 0.0706
H 3.5279 2.1319 2.9895 -0.0185 -0.0287 -0.0252
H 5.5638 1.0597 2.0178 -0.0253 -0.0020 -0.0166
H 5.2620 -0.9522 0.5667 0.0010 0.0152 0.0182
H 2.2133 -5.2967 0.4396 -0.0070 -0.0131 -0.0012
H 0.3359 -6.5092 1.5490 -0.0014 0.0317 -0.0123
H -1.7161 -5.2282 2.1278 0.0131 0.0389 -0.0240
H -3.0786 -3.2856 1.6250 0.0017 -0.0170 0.0248
H -2.3536 -1.7593 1.1070 -0.0779 -0.0398 -0.0089
H -2.1527 -2.3154 2.7666 -0.0034 -0.0034 -0.0410
H 3.1022 -2.7098 -3.5995 0.0252 0.0308 0.0306
H 2.7559 -0.8948 -5.3445 -0.0246 0.0172 0.0282
H 1.2193 0.9561 -4.8510 0.0146 -0.0288 -0.0167
H -0.0706 2.5562 -4.3388 -0.0031 0.0335 0.0048
H -0.8963 3.2298 -2.9244 -0.0329 0.0361 0.0130
H -1.4909 1.7410 -3.6768 0.0030 -0.0319 -0.0213
C 3.0245 5.3449 -1.1318 0.0285 -0.0117 0.1145
C 2.5941 4.8646 -2.4377 -0.0360 -0.0144 -0.0248
C 1.6829 3.8875 -2.5674 0.1923 0.0135 -0.2307
C 1.1490 3.2472 -1.3789 -0.0349 0.0428 0.2158
C 1.2379 4.0297 -0.0955 0.0063 -0.0335 -0.0190
C 2.4340 4.9218 -0.0130 -0.0135 0.0290 0.0036
N 0.6530 2.0540 -1.3136 -0.0737 -0.1591 0.0192
N 0.1753 1.5117 -2.4714 0.2583 -0.0560 -0.3780
C -0.7796 -0.6631 -3.0105 -0.1903 -0.1178 -0.2286
C -1.3427 -1.0215 -4.2289 0.0919 0.0666 0.0654
C -2.5745 -1.6670 -4.2510 -0.0127 0.0202 -0.0033
C -3.2421 -1.9374 -3.0644 -0.0346 -0.0212 0.0416
C -2.6753 -1.5746 -1.8431 0.1041 0.0052 -0.2551
C -1.4331 -0.9553 -1.8230 0.2773 0.1768 0.5249
H 3.8520 6.0424 -1.0825 -0.0275 -0.0109 -0.0091
H 3.0739 5.2651 -3.3228 -0.0127 -0.0102 0.0499
H 1.4873 3.4742 -3.5460 -0.0132 0.0670 0.0938
H 1.1852 3.3385 0.7507 -0.0399 0.0340 0.0432
H 2.7317 5.2715 0.9687 0.0113 0.0270 -0.0648
H -0.8210 -0.8004 -5.1538 -0.0152 -0.0168 -0.0016
H -3.0186 -1.9471 -5.1990 0.0101 -0.0150 0.0197
H -4.2091 -2.4282 -3.0889 0.0272 0.0204 -0.0031
H -3.2169 -1.7579 -0.9231 -0.0075 0.0014 -0.0264
C -5.8116 5.3247 -2.5956 0.0509 -0.0035 0.0366
C -4.6201 5.1910 -1.6835 -0.0258 0.0354 -0.0393
C -3.9945 3.9602 -1.5039 -0.0081 0.0371 0.0345
C -2.9083 3.8370 -0.6509 0.0326 -0.1399 -0.0194
C -2.4487 4.9536 0.0270 0.1171 0.0238 0.0050
C -3.0559 6.1881 -0.1285 0.0244 0.0765 0.0539
C -4.1348 6.3006 -0.9892 -0.0296 -0.0565 0.0036
S -1.0404 4.7798 1.1125 0.0209 -0.4024 -0.1422
O 0.0657 4.9040 -0.0918 -0.0684 0.0181 -0.0462
O -0.9709 5.9881 1.9268 0.0349 0.0938 0.0418
N -0.2140 1.1317 1.8794 0.1035 -0.0984 -0.3756
C -1.4535 1.1120 2.6561 -0.1561 -0.0606 -0.0753
C -2.6266 0.6182 1.8092 0.0187 0.0466 -0.0430
O -3.7347 0.5950 2.3224 0.1447 -0.0289 -0.1375
O -2.2924 0.2454 0.6280 -0.0809 0.1528 -0.0099
H -5.9320 4.4358 -3.2146 -0.0136 0.0350 0.0152
H -5.7073 6.1911 -3.2512 -0.0074 -0.0276 0.0177
H -6.7273 5.4596 -2.0153 0.0187 -0.0106 -0.0194
H -4.3620 3.0823 -2.0233 0.0095 0.0429 0.0023
H -2.4365 2.8658 -0.5307 0.0169 -0.0036 0.0784
H -2.6736 7.0406 0.4214 -0.0440 -0.0492 -0.0110
H -4.6173 7.2631 -1.1178 0.0144 -0.0178 -0.0168
H -1.7133 2.0915 3.0648 0.0880 0.0182 0.0449
H -1.3382 0.4133 3.4854 0.0539 0.0271 0.0636
```
Positions in Å, forces in eV/Å.

***

Formula: C5H13N2
Source: the Open Molecules 2025 dataset
Level of theory: ωB97M-V/def2-TZVPD

Computed properties:
Total charge: +1
Energy above the lowest of the compared OMol25 structures with the same formula, charge and spin (kcal per mole): 160.25

```
20
Properties=species:S:1:pos:R:3:forces:R:3
N -0.4443 -0.4119 -0.4785 -0.4294 -0.8424 2.6422
C -0.2443 0.5124 0.4843 2.4470 2.1028 -3.0124
C 1.2603 1.0392 0.3858 -0.9678 -1.5175 0.6495
C 2.1858 -0.1817 0.2395 0.2625 0.4677 0.3709
C 3.0852 -0.4859 1.1717 -1.1320 0.5147 0.3609
C -1.2916 1.4583 0.9159 -1.7410 0.3986 -0.6014
N -2.6268 0.9046 0.9243 0.2970 -0.5545 0.0815
H -1.4477 -0.6801 -0.5255 0.0035 0.1528 0.1332
H -0.1082 -0.6363 0.9125 -0.2785 -1.2593 -1.0714
H -3.1603 1.0030 0.0740 0.0878 0.2884 0.0596
H -1.8839 -4.2391 -5.4853 0.0767 -0.1014 0.0053
H 1.4205 1.6436 1.2802 0.4288 -0.0786 -0.1676
H 1.3188 1.6549 -0.5188 -0.1944 0.0309 0.2181
H 2.0476 -0.7830 -0.6481 0.2132 0.1686 -0.2037
H 2.9863 0.0980 2.0843 0.7126 -0.0195 0.0143
H 3.7870 -1.3040 1.1523 -0.0554 -0.0873 -0.1932
H -0.9990 2.1013 1.7473 -0.1408 -0.3542 0.0642
H -1.2396 2.0740 -0.0043 0.2726 0.4663 0.4364
H -1.4270 -4.8251 -5.4337 -0.0768 0.1026 -0.0044
H -3.2187 1.0579 1.7221 0.2145 0.1213 0.2179
```
Positions in Å, forces in eV/Å.

***

Formula: C17H19F17IN4O4
Source: the Open Molecules 2025 dataset
Level of theory: ωB97M-V/def2-TZVPD

Computed properties:
Total charge: +1

```
62
Properties=species:S:1:pos:R:3:forces:R:3
O 2.0237 3.2165 3.1494 -2.1440 -0.0198 1.2607
C 2.9101 3.1286 2.4158 2.1027 0.7404 -0.2371
I 2.5837 2.3148 0.4212 0.1452 0.1466 0.0751
C 4.3318 3.6192 2.8695 0.4171 -1.2788 -1.1546
C 5.3873 2.6691 2.2951 0.8651 1.8761 0.1176
N 6.5523 3.1585 1.8477 -0.6118 -1.7592 -0.0544
C 7.2284 2.0486 1.3921 0.0288 0.9551 0.0866
N 8.4180 2.0972 0.8394 1.2001 0.0644 0.1030
C 9.1887 0.9687 0.2904 -0.6611 -1.0811 -0.6817
C 8.5763 0.6058 -1.1247 0.8196 0.7122 0.4852
C 9.6519 0.2628 -2.1762 -0.9724 -0.1691 -0.8017
F 10.6828 1.2025 -2.1515 -0.3122 -0.4176 0.3236
N 6.4852 0.9522 1.6020 -0.5457 -0.6450 -0.3838
O 6.6917 -0.3609 1.3722 0.3225 -0.4651 0.2222
N 5.3138 1.3429 2.1617 -0.9771 1.2431 1.0868
H 4.3973 3.6808 3.9731 -0.3002 -0.2680 -0.5704
H 4.5642 4.6240 2.4702 -0.2501 -0.5365 0.0031
H 8.8281 3.0223 0.7564 -0.2779 -0.1737 0.1108
H 10.2632 1.2083 0.2070 -0.7262 0.3312 0.0770
H 9.1110 0.1021 0.9759 0.0614 0.5426 -0.3200
H 7.8255 -0.1973 -1.0213 0.4421 0.2484 -0.2421
H 8.0575 1.5271 -1.4641 0.2194 -0.5794 0.0548
H 10.0464 -0.7659 -2.1051 0.1421 0.5800 0.2946
H 9.1770 0.3518 -3.1761 0.3044 -0.1384 0.4999
H 6.0447 -0.6952 0.7210 0.1316 0.4558 -0.1151
H 4.5216 0.7635 2.4208 0.5273 -0.4183 -0.2642
C -2.9935 -0.0791 0.0994 -0.6455 0.3524 0.2541
C -1.9965 -1.0906 0.6935 -0.6642 -0.3296 -0.5230
C -0.5228 -0.6885 0.6650 0.6112 -0.0489 0.3189
F -0.0605 -0.5045 -0.5895 -0.0151 -0.0281 0.1752
F 0.2395 -1.6691 1.2175 -0.1835 -0.0242 0.0845
F -2.1786 -2.2904 0.0983 0.2285 0.0369 0.0158
F -2.3424 -1.2599 2.0016 0.2909 0.3105 0.0772
O -3.4118 -0.3000 -1.2428 0.9549 -0.2475 -0.1973
C -2.6100 0.1789 -2.2711 -0.7635 0.6098 0.8839
C -2.0358 -0.9488 -3.1311 0.1616 -0.4790 -0.4441
F -1.3070 -1.8099 -2.3901 -0.1365 0.1058 0.0147
F -1.2136 -0.4401 -4.0789 -0.1263 0.2228 0.1038
F -1.6523 0.9913 -1.7763 0.1287 -0.0392 -0.4059
F -3.4006 0.9509 -3.0429 0.1390 -0.2292 -0.2655
H -3.9090 -0.1871 0.6807 0.1070 -0.1823 -0.0414
H -2.6821 0.9538 0.2625 0.2579 -0.1108 -0.0842
H -0.3533 0.2276 1.2387 -0.1651 0.0214 -0.0031
H -2.8359 -1.5083 -3.6198 -0.1130 0.1342 0.0566
C -6.6608 -2.2055 0.2374 0.6855 -0.4444 0.0670
C -7.0174 -0.7822 0.7065 0.0850 -0.1510 -0.9025
C -8.2915 -0.6474 1.5396 -0.4057 0.4127 0.5495
F -9.3872 -1.0348 0.8601 0.1937 0.0820 0.0929
F -8.4788 0.6521 1.8817 0.2577 -0.0404 -0.0648
F -7.0466 0.0393 -0.3637 -0.1240 0.0573 0.1562
F -5.9762 -0.3532 1.4860 -0.1926 -0.1421 0.3499
O -7.0386 -2.5641 -1.0844 -0.8208 0.4767 0.1459
C -8.3330 -3.0285 -1.2946 0.9088 -0.5298 0.6724
C -9.1446 -2.0924 -2.1923 -0.3737 0.3813 -0.4581
F -9.2167 -0.8518 -1.6674 0.1391 -0.1494 -0.0407
F -10.4107 -2.5502 -2.3185 0.1608 -0.2235 0.1021
F -8.9382 -3.2681 -0.1162 -0.2889 -0.0639 -0.2983
F -8.2129 -4.2238 -1.9101 -0.1890 0.1742 -0.2615
H -5.5708 -2.2470 0.2187 -0.0255 0.1657 -0.1038
H -6.9570 -2.9642 0.9633 -0.2434 0.1722 0.0120
H -8.2213 -1.2319 2.4618 0.1088 -0.0603 -0.0636
H -8.6937 -2.0203 -3.1843 0.1067 -0.1381 0.0494
```
Positions in Å, forces in eV/Å.

***

Formula: C3H6N2O
Source: the Open Molecules 2025 dataset
Level of theory: ωB97M-V/def2-TZVPD

Computed properties:
Energy above the lowest of the compared OMol25 structures with the same formula, charge and spin (kcal per mole): 108.03
SMILES: O=C1CCNN1

```
12
Properties=species:S:1:pos:R:3:forces:R:3
C 0.8078 -0.8085 -0.5975 4.2107 -1.9588 -1.5323
C -0.6028 -0.8983 -0.1308 -0.3644 -2.3102 3.9062
C -1.0253 0.4970 0.1990 1.0470 3.1381 -5.9970
H -0.1096 -1.0042 1.0316 -1.6665 -1.3555 -2.0779
H -1.4343 -1.7425 -0.4486 2.7289 2.2383 0.8884
H -1.6182 1.0209 -0.7029 1.5190 -1.0150 1.6239
H -1.5974 0.6881 0.9908 -2.2213 0.1117 3.4465
H 0.4787 0.9465 1.4076 1.1141 0.0232 -1.0876
H 2.0341 1.1783 -0.7878 -3.6176 -3.0102 0.8969
N 0.3462 1.2430 0.3979 -5.6922 0.2406 2.4292
N 1.0223 0.6059 -0.5388 7.1929 -0.3097 -2.9753
O 1.6985 -1.7263 -0.8206 -4.2507 4.2076 0.4792
```
Positions in Å, forces in eV/Å.

***

It is found that the HOMO level values, taken in the order of the records, are -6.9, -13.9, -13.0, -9.1 eV.